(1)
2 unconnected molecules or ions with the total composition C3H8OSi in a non-equilibrium geometry, computed with ωB97M-V/def2-TZVPD.

```
13
Properties=species:S:1:pos:R:3:mulliken_charge:R:1
C 0.58179 2.54677 -2.32937 -0.78
C 0.18832 1.69474 -1.31320 0.21
C -1.14105 -1.18334 1.81635 -0.89
O -0.68020 0.81252 -1.37997 -0.56
Si -0.51727 -1.68765 0.13959 0.38
H 1.20244 3.39654 -1.93758 0.20
H 0.33645 2.64778 -3.37238 0.31
H 0.60981 1.83309 -0.32311 0.30
H -0.20909 -1.08059 2.35109 0.29
H -1.52130 -0.18406 1.72251 0.31
H -2.05655 -1.71928 2.19732 0.32
H 0.92103 -2.05347 0.09709 -0.05
H -1.18408 -1.77764 -1.14870 -0.05
```

Computed properties:
Energy relative to the best compared isomer or geometry (same formula, charge and spin)   113.2 kcal per mole
Largest force on an atom   2.5 eV Å⁻¹
Frontier orbital gap (alpha / beta)   8.304 / 4.420 eV
Net charge   0
E_tot   -483.66223 a.u.



(2)
2 unconnected molecules or ions with the total composition C9H14OS in a non-equilibrium geometry, computed with ωB97M-V/def2-TZVPD.

```
25
Properties=species:S:1:pos:R:3:mulliken_charge:R:1
C 2.16437 0.70364 -1.13280 -1.10
C 1.67459 0.11424 0.13788 0.12
C 1.07947 -1.09297 0.03715 -0.20
C 0.74026 -1.85901 1.10809 -0.62
C 1.08042 -1.36710 2.45242 0.69
O 0.68761 -1.90944 3.63534 -0.60
C 1.71141 -0.09730 2.56147 -0.59
C 1.99965 0.58017 1.39631 -0.48
H 1.66508 1.68779 -1.14188 0.35
H 1.58194 0.19057 -1.98101 0.25
H 3.30341 0.45465 -0.98821 0.33
H 0.95664 -1.54289 -0.92040 0.46
H 0.40549 -2.96365 0.95912 0.25
H 0.37805 -1.07702 4.24829 0.36
H 1.88567 0.35276 3.52543 0.34
H 2.50301 1.51430 1.42934 0.42
C -1.84118 -0.59972 -1.70064 -0.66
C -2.40680 0.44125 -2.58300 -0.54
S -2.65894 2.24394 -2.24255 -0.20
H -2.62023 -1.16225 -1.01311 0.27
H -1.09942 -0.05702 -1.15251 0.12
H -1.28103 -1.36981 -2.20012 0.30
H -1.62341 0.36042 -3.61338 0.21
H -3.29112 0.04465 -3.02994 0.41
H -2.93512 2.00091 -0.98478 0.11
```

Computed properties:
Energy relative to the best compared isomer or geometry (same formula, charge and spin)   64.8 kcal per mole
Largest force on an atom   5.7 eV Å⁻¹
Frontier orbital gap   8.972 eV
Net charge   0
E_tot   -824.64880 a.u.
Structure (SMILES)   Cc1ccc(O)cc1.CCS



(3)
A molecular structure, C2H3NO2 in a non-equilibrium geometry, computed with ωB97M-V/def2-TZVPD.

```
8
Properties=species:S:1:pos:R:3:mulliken_charge:R:1
C 0.78370 -0.09517 -0.20717 0.03
C 0.26994 0.95299 0.42655 -0.62
N -1.77933 -1.02468 0.16712 0.16
O 0.22736 -0.62705 -1.31957 -0.46
O -1.29081 -1.25685 -0.83287 0.07
H 1.50296 -0.83006 0.24678 0.30
H 0.73388 1.14036 1.38498 0.23
H -0.44769 1.74047 0.13417 0.28
```

Computed properties:
Energy relative to the best compared isomer or geometry (same formula, charge and spin)   133.9 kcal per mole
Largest force on an atom   4.6 eV Å⁻¹
Frontier orbital gap   8.310 eV
Net charge   0
E_tot   -283.04465 a.u.



(4)
C17H20N2O5S2 in the gas phase in a non-equilibrium geometry, computed with ωB97M-V/def2-TZVPD.

```
46
Properties=species:S:1:pos:R:3:mulliken_charge:R:1
C -1.77219 -2.98618 0.57331 -1.06
O -1.20063 -2.20045 -0.45024 -0.56
C 0.13896 -1.93928 -0.39322 0.86
C 0.96279 -2.25854 0.67802 -0.42
C 2.30858 -1.93609 0.63128 -0.98
C 2.86270 -1.31178 -0.47455 0.63
C 4.32518 -0.94629 -0.49663 -1.40
N 4.57890 0.45300 -0.76661 -0.28
S 4.08159 1.54936 0.38161 1.40
O 4.40863 1.00749 1.66380 -0.68
O 4.61798 2.81400 -0.01524 -0.72
C 2.29115 1.62871 0.21080 0.07
C 1.77011 2.17839 -0.94526 -0.90
C 0.39651 2.19202 -1.12370 -0.75
C -0.41726 1.66855 -0.13583 -0.05
S -2.19413 1.75238 -0.37907 1.43
O -2.69718 2.86349 0.36785 -0.73
O -2.44954 1.72456 -1.79311 -0.70
N -2.65369 0.31502 0.35250 0.03
C -4.04205 0.06685 0.65523 -0.31
C -4.92041 1.13688 1.21574 -0.54
C -5.14906 0.63608 -0.18228 -0.48
C 0.10323 1.15506 1.03694 -0.19
C 1.47878 1.12686 1.20840 -0.46
C 2.03014 -1.00602 -1.54768 -0.06
C 0.68523 -1.30312 -1.50794 -0.53
H -1.76656 -2.45958 1.53227 0.35
H -1.25325 -3.94339 0.67457 0.46
H -2.80077 -3.16767 0.26565 0.27
H 0.57192 -2.74839 1.55513 0.47
H 2.93747 -2.17698 1.47497 0.33
H 4.76808 -1.13848 0.48199 0.42
H 4.86005 -1.53549 -1.24826 0.40
H 4.35836 0.76296 -1.69892 0.34
H 2.43977 2.59945 -1.67900 0.46
H -0.06170 2.59185 -2.01432 0.50
H -2.27615 -0.43047 -0.22415 0.14
H -4.16370 -0.93815 1.04560 0.46
H -4.50283 2.12197 1.33459 0.21
H -5.62331 0.85094 1.98446 0.26
H -6.01534 0.02390 -0.38398 0.28
H -4.85924 1.28424 -0.99456 0.20
H -0.57005 0.78447 1.79279 0.45
H 1.93909 0.72955 2.09895 0.57
H 2.43877 -0.53275 -2.42889 0.41
H 0.03511 -1.05897 -2.33300 0.43
```

Computed properties:
Energy relative to the best compared isomer or geometry (same formula, charge and spin)   61.6 kcal per mole
Largest force on an atom   1.0 eV Å⁻¹
Frontier orbital gap   9.081 eV
Net charge   0
E_tot   -1941.82156 a.u.
Structure (SMILES)   COc1ccc(CNS(=O)(=O)c2ccc(S(=O)(=O)NC3CC3)cc2)cc1



(5)
2 unconnected molecules or ions with the total composition CH3IO in a non-equilibrium geometry, computed with ωB97M-V/def2-TZVPD.

```
6
Properties=species:S:1:pos:R:3:mulliken_charge:R:1
C 0.48318 1.28820 -0.44665 -0.34
O 0.07328 -2.16388 0.13190 -0.64
I -0.38326 2.36283 1.08759 0.17
H 0.31404 1.97586 -1.25403 0.18
H 0.04210 -1.29616 -0.36785 0.34
H -0.52935 -2.16686 0.84905 0.30
```

Computed properties:
Energy relative to the best compared isomer or geometry (same formula, charge and spin)   77.3 kcal per mole
Largest force on an atom   2.6 eV Å⁻¹
Frontier orbital gap   7.719 eV
Net charge   0
E_tot   -412.68329 a.u.



(6)
C6H12O in the gas phase, computed with ωB97M-V/def2-TZVPD.

```
19
Properties=species:S:1:pos:R:3:mulliken_charge:R:1
C 2.29046 -0.68076 0.99143 -1.22
C 1.42183 -0.13461 -0.13807 -0.71
C -0.07226 -0.06148 0.19171 0.56
C -0.72218 -1.42382 0.13355 -0.23
O -1.44828 -1.89388 0.97565 -0.47
C -0.78292 0.83315 -0.83583 -0.65
C -2.18774 1.24618 -0.41217 -1.20
H 3.35024 -0.50180 0.78514 0.38
H 2.05121 -0.19248 1.94296 0.32
H 2.15115 -1.75932 1.12775 0.30
H 1.74274 0.87882 -0.41175 0.37
H 1.55789 -0.74354 -1.04367 0.31
H -0.22834 0.33364 1.20478 0.28
H -0.51640 -1.97929 -0.81386 0.31
H -0.81711 0.30349 -1.79922 0.33
H -0.14766 1.71316 -1.00144 0.35
H -2.65799 1.87142 -1.17701 0.37
H -2.15697 1.81834 0.52176 0.31
H -2.82769 0.37278 -0.24170 0.30
```

Computed properties:
Energy relative to the best compared isomer or geometry (same formula, charge and spin)   9.7 kcal per mole
Largest force on an atom   0.5 eV Å⁻¹
Frontier orbital gap   10.798 eV
Net charge   0
E_tot   -311.04388 a.u.
Structure (SMILES)   CCC(C=O)CC